{
  "formula": "C27H30CdNO9S4",
  "method": "the ωB97M-V functional and the def2-TZVPD basis",
  "elements": ["Cd", "C", "C", "S", "C", "C", "S", "C", "C", "S", "C", "C", "S", "H", "H", "H", "H", "H", "H", "H", "H", "H", "H", "H", "H", "H", "H", "H", "H", "O", "C", "C", "C", "C", "C", "C", "C", "O", "O", "H", "H", "H", "H", "H", "O", "C", "C", "C", "C", "O", "N", "H", "H", "H", "H", "O", "C", "O", "C", "C", "C", "C", "O", "C", "O", "C", "C", "H", "H", "H", "H", "H"],
  "coordinates": [[1.0745, -0.0373, 0.2420], [-2.3851, 1.9694, -2.3482], [-3.5347, 1.0991, -1.8418], [-2.9357, -0.5042, -1.2037], [-4.0548, -0.6909, 0.2249], [-3.5609, -1.8270, 1.1120], [-1.8379, -1.6608, 1.6957], [-2.0272, -0.7040, 3.2272], [-2.4153, 0.7616, 3.0685], [-1.1598, 1.7115, 2.1372], [-2.2891, 2.7571, 1.1493], [-1.5490, 3.3837, -0.0224], [-0.9597, 2.1680, -1.2358], [-2.7551, 2.9620, -2.6134], [-1.9434, 1.5173, -3.2378], [-4.2268, 0.8981, -2.6619], [-4.0834, 1.5995, -1.0434], [-5.0621, -0.9046, -0.1413], [-4.0739, 0.2516, 0.7707], [-3.5631, -2.7563, 0.5402], [-4.2128, -1.9534, 1.9785], [-1.0380, -0.7613, 3.6827], [-2.7485, -1.2157, 3.8686], [-2.5077, 1.2135, 4.0580], [-3.3730, 0.8619, 2.5595], [-2.6955, 3.5371, 1.7982], [-3.1067, 2.1315, 0.7927], [-0.6309, 3.8612, 0.3264], [-2.1762, 4.1206, -0.5287], [2.6831, 4.4978, 1.3711], [3.7673, 4.1768, 0.6218], [4.7747, 5.1111, 0.3886], [5.8793, 4.7824, -0.3787], [6.0024, 3.5086, -0.9116], [5.0117, 2.5728, -0.6624], [3.8892, 2.8854, 0.0965], [2.8456, 1.8091, 0.2632], [1.6505, 2.1216, 0.5174], [3.2176, 0.6228, 0.0732], [2.7558, 5.4106, 1.6626], [4.6827, 6.1078, 0.8096], [6.6443, 5.5289, -0.5563], [6.8593, 3.2484, -1.5200], [5.0764, 1.5662, -1.0532], [2.4978, -2.3236, 0.5089], [2.4289, -1.9428, 1.6637], [3.2850, -2.4558, 2.8180], [2.9012, -1.5290, 3.9673], [1.6916, -0.7530, 3.4270], [0.9874, -0.0318, 4.1156], [1.5350, -1.0086, 2.1013], [4.3374, -2.4170, 2.5422], [3.0199, -3.4966, 3.0072], [3.6843, -0.8018, 4.1878], [2.6383, -2.0378, 4.8933], [0.9229, -1.8201, -3.4203], [1.1265, -0.7932, -2.7831], [0.4831, -0.4365, -1.7250], [2.2407, 0.1303, -3.2909], [3.0377, -0.3114, -4.3388], [4.0523, 0.4799, -4.8797], [4.2233, 1.7294, -4.3362], [5.1350, 2.7064, -4.6795], [4.8248, 3.8274, -3.8614], [3.7788, 3.4763, -2.9784], [3.4201, 2.1833, -3.3067], [2.4287, 1.4107, -2.7610], [2.8536, -1.3036, -4.7269], [4.6860, 0.1358, -5.6869], [4.5061, 4.6666, -4.4943], [5.7120, 4.1185, -3.2888], [1.8137, 1.7833, -1.9590]],
  "atomic_forces_ev_per_a": [[-1.187, -0.391, -0.208], [0.221, -0.081, 0.329], [0.105, -0.349, 0.014], [-0.204, 0.136, 0.127], [0.150, 0.029, -0.369], [0.373, 0.115, 0.023], [-0.190, -0.035, 0.111], [0.029, -0.081, -0.314], [0.304, 0.137, -0.040], [-0.319, 0.004, -0.042], [0.185, -0.127, 0.252], [0.127, -0.357, -0.211], [-0.047, 0.331, -0.088], [-0.025, -0.022, -0.103], [-0.033, 0.024, -0.022], [-0.066, 0.171, 0.009], [-0.003, 0.023, -0.010], [-0.051, -0.024, 0.141], [-0.032, -0.018, 0.005], [-0.077, -0.033, 0.043], [-0.038, -0.034, -0.016], [-0.062, -0.002, 0.096], [0.018, 0.018, 0.056], [-0.071, -0.064, 0.029], [-0.009, 0.027, 0.035], [-0.058, 0.011, -0.037], [-0.016, 0.035, -0.003], [-0.061, 0.119, 0.004], [0.033, 0.080, 0.056], [-0.150, -0.061, 0.060], [0.148, -0.105, -0.120], [-0.049, 0.070, -0.028], [-0.004, -0.013, 0.006], [0.115, -0.094, 0.172], [0.146, 0.089, 0.285], [-0.142, -0.050, 0.155], [0.535, 0.314, 0.060], [0.175, 0.354, -0.090], [0.436, 0.421, 0.061], [0.095, 0.069, -0.008], [-0.016, -0.008, 0.008], [0.008, 0.001, 0.002], [0.032, -0.031, 0.058], [-0.002, -0.006, -0.010], [0.031, 0.057, 0.075], [0.192, -0.504, 0.285], [-0.044, 0.137, 0.014], [-0.063, -0.026, -0.097], [0.091, -0.085, 0.197], [0.071, 0.007, -0.047], [-0.040, -0.164, 0.247], [-0.011, -0.029, -0.047], [0.019, -0.015, -0.022], [-0.020, 0.006, 0.051], [-0.017, 0.041, 0.024], [-0.187, 0.175, -0.001], [0.430, -0.412, 0.042], [-0.060, 0.041, -0.626], [-0.276, -0.010, -0.028], [0.041, -0.073, 0.033], [0.185, 0.078, -0.045], [-0.128, 0.113, 0.145], [-0.011, -0.238, -0.063], [0.098, 0.420, -0.091], [-0.180, -0.066, -0.185], [0.021, 0.012, -0.263], [-0.009, 0.102, -0.005], [-0.037, 0.012, 0.018], [-0.037, -0.037, 0.002], [-0.059, -0.105, -0.008], [-0.126, -0.083, -0.062], [-0.195, 0.050, -0.021]],
  "mulliken_charge": [2.324, -1.133, -0.789, 0.066, -0.160, -1.096, 0.054, -0.487, -1.026, 0.279, 0.083, -1.165, 0.422, 0.483, 0.356, 0.514, 0.365, 0.422, -0.194, 0.434, 0.417, -0.006, 0.540, 0.451, 0.439, 0.449, -0.419, 0.287, 0.581, -0.428, 1.293, -0.822, -0.388, -1.253, -0.398, 0.152, 0.116, -0.959, -0.841, 0.255, 0.262, 0.406, 0.523, 0.575, -0.648, 0.486, -0.610, -0.654, 0.042, -0.691, 0.096, 0.324, 0.282, 0.231, 0.310, -0.766, -0.153, -0.579, -0.197, -0.624, -0.951, 1.037, -0.522, -0.271, -0.465, -0.030, 0.629, 0.494, 0.419, 0.261, 0.188, 0.375],
  "e_tot_ev": -96313.3724,
  "e_homo_ev": -5.31,
  "total_charge": -1
}

{
  "formula": "C27H30Cl5N9O2S2Zr",
  "method": "the ωB97M-V functional and the def2-TZVPD basis",
  "elements": ["Zr", "N", "C", "C", "N", "C", "C", "N", "C", "C", "N", "H", "H", "H", "H", "H", "H", "C", "N", "C", "C", "C", "N", "C", "C", "H", "H", "H", "H", "H", "H", "H", "H", "H", "H", "H", "H", "H", "H", "H", "H", "Cl", "C", "C", "C", "Cl", "C", "Cl", "C", "Cl", "C", "Cl", "N", "C", "C", "C", "C", "C", "C", "S", "O", "O", "N", "C", "S", "C", "C", "N", "H", "H", "H", "H", "H", "H", "H", "H"],
  "coordinates": [[-0.3766, -0.4498, -0.6008], [-3.0866, 2.6340, 2.0955], [-3.9382, 1.9965, 2.9582], [-4.3690, 0.8861, 2.2909], [-3.8135, 0.8349, 1.0375], [-3.0488, 1.8884, 0.9523], [-2.2681, 2.3344, -0.2004], [-1.2739, 1.7380, -0.8529], [-0.8659, 2.6346, -1.8256], [-1.6123, 3.7631, -1.7563], [-2.4880, 3.5549, -0.7288], [-2.5674, 3.4736, 2.2952], [-4.1512, 2.3713, 3.9441], [-5.0515, 0.1294, 2.6381], [-0.0599, 2.4267, -2.5019], [-1.5948, 4.6683, -2.3362], [-3.2230, 4.1818, -0.4394], [2.1829, -1.2508, 1.7909], [1.8019, -1.5192, 0.3767], [2.9943, -1.1921, -0.4428], [1.5794, -2.9843, 0.3129], [1.0706, -3.4078, -1.0297], [-0.2430, -2.7943, -1.3405], [-0.5233, -3.1630, -2.7536], [-1.2826, -3.4436, -0.4972], [3.0302, -1.8891, 2.0554], [1.3502, -1.4756, 2.4524], [2.4847, -0.2167, 1.9194], [3.8421, -1.8054, -0.1240], [3.2587, -0.1481, -0.2942], [2.8138, -1.3729, -1.5000], [0.8762, -3.2534, 1.1023], [2.5173, -3.5046, 0.5331], [0.9713, -4.4971, -1.0591], [1.7660, -3.1329, -1.8229], [-0.3787, -4.2403, -2.8689], [0.1689, -2.6446, -3.4142], [-1.5462, -2.9286, -3.0192], [-1.2003, -4.5308, -0.5781], [-2.2698, -3.1378, -0.8322], [-1.1631, -3.1672, 0.5494], [-2.3281, -1.7324, 2.3995], [-1.3076, -0.3572, 2.6493], [-0.5594, 0.1177, 1.5854], [0.2892, 1.1741, 1.8708], [1.3275, 1.6668, 0.5367], [0.3955, 1.8008, 3.0986], [1.4816, 3.1034, 3.3391], [-0.4073, 1.3154, 4.1394], [-0.3448, 2.0662, 5.6708], [-1.2519, 0.2194, 3.9215], [-2.2036, -0.3891, 5.2031], [-6.4149, 3.9352, -3.0649], [-5.5529, 2.8832, -3.0120], [-4.4822, 2.7917, -3.9177], [-3.5950, 1.7418, -3.8539], [-3.7596, 0.7646, -2.8707], [-4.8193, 0.8361, -1.9624], [-5.6981, 1.8897, -2.0257], [-2.7573, -0.6410, -2.8347], [-3.5012, -1.8285, -3.0951], [-2.2126, -0.7312, -1.3797], [-1.5975, -0.4200, -3.8442], [-0.3523, 0.0024, -3.7123], [0.4566, 0.5370, -5.1402], [1.8622, 0.9397, -4.2223], [1.6790, 0.6433, -2.9294], [0.4418, 0.0747, -2.6103], [-6.4268, 4.5144, -3.8870], [-7.2880, 3.8741, -2.5693], [-4.3710, 3.5444, -4.6881], [-2.7916, 1.6625, -4.5720], [-4.9353, 0.0776, -1.2000], [-6.5217, 1.9481, -1.3250], [2.7400, 1.3578, -4.6861], [2.4016, 0.8171, -2.1485]],
  "atomic_forces_ev_per_a": [[-0.223, -0.254, 0.152], [-0.130, 0.027, 0.045], [0.041, -0.100, -0.018], [-0.077, 0.056, -0.023], [-0.012, -0.149, 0.013], [0.211, 0.113, 0.110], [-0.062, 0.069, -0.144], [0.010, 0.083, -0.037], [-0.035, 0.083, -0.037], [0.073, -0.051, -0.020], [0.015, 0.028, 0.040], [0.026, -0.009, -0.023], [0.006, 0.018, 0.004], [-0.009, -0.008, -0.007], [0.057, 0.017, -0.024], [-0.004, -0.002, 0.002], [-0.035, -0.038, -0.008], [-0.005, -0.002, -0.015], [-0.093, -0.023, 0.037], [-0.002, 0.000, -0.015], [0.035, 0.008, 0.058], [-0.018, -0.023, -0.053], [-0.018, -0.008, 0.089], [0.025, 0.050, 0.017], [-0.031, -0.052, -0.050], [0.004, 0.002, -0.001], [0.006, -0.003, 0.002], [0.002, -0.004, -0.007], [-0.002, -0.005, -0.011], [0.003, 0.006, -0.009], [0.000, 0.015, 0.016], [0.002, 0.002, 0.007], [-0.006, -0.002, 0.006], [0.005, 0.004, -0.012], [-0.004, 0.003, 0.013], [-0.012, -0.001, -0.008], [0.001, -0.004, -0.010], [-0.014, -0.018, -0.016], [0.004, 0.000, -0.002], [0.000, 0.019, 0.007], [-0.018, -0.019, 0.008], [0.026, -0.025, -0.023], [-0.130, -0.079, 0.145], [0.268, 0.191, -0.079], [-0.178, -0.077, -0.021], [0.049, 0.073, -0.130], [0.031, 0.010, 0.069], [-0.033, -0.017, -0.015], [0.026, -0.016, -0.074], [-0.008, -0.005, -0.001], [0.063, 0.085, -0.075], [-0.001, -0.018, -0.003], [-0.004, 0.018, 0.016], [0.005, -0.018, -0.003], [0.012, 0.038, -0.025], [-0.044, -0.094, 0.135], [0.005, 0.150, -0.027], [0.022, -0.057, 0.011], [0.013, 0.016, -0.016], [-0.206, -0.124, 0.076], [0.037, 0.061, -0.037], [0.467, -0.058, -0.259], [-0.004, 0.052, 0.045], [-0.030, -0.029, 0.142], [0.003, 0.032, 0.007], [-0.009, -0.032, 0.002], [0.042, 0.017, -0.066], [-0.108, 0.094, 0.175], [-0.008, -0.004, -0.002], [0.000, 0.001, -0.003], [0.003, -0.005, -0.007], [0.011, 0.006, -0.028], [-0.027, 0.007, -0.019], [0.005, -0.009, 0.005], [0.006, 0.007, 0.013], [-0.020, -0.016, -0.006]],
  "mulliken_charge": [-0.208, 0.197, -0.373, -0.819, 0.098, -0.762, -0.448, 1.802, -0.578, -1.453, 0.374, 0.234, 0.498, 0.463, 0.518, 0.467, 0.273, -1.535, 0.642, -1.460, -1.098, -1.110, 0.827, -1.295, -0.970, 0.545, 0.388, 0.503, 0.400, 0.438, 0.378, 0.417, 0.482, 0.472, 0.405, 0.467, 0.368, 0.224, 0.473, 0.267, 0.220, -0.132, 0.843, -0.398, 1.160, -0.141, 0.026, -0.136, 0.368, -0.121, -0.208, -0.094, -0.509, 0.895, -0.891, -0.337, -0.308, -0.767, -0.726, 1.292, -0.733, -0.112, -0.555, 0.196, -0.107, -0.417, -1.251, 1.463, 0.226, 0.226, 0.424, 0.491, 0.438, 0.380, 0.515, 0.267],
  "e_tot_ev": -131544.7302,
  "e_homo_ev": -13.15,
  "total_charge": 2
}

In order of appearance, LUMO level = 2.30, -6.38 eV.
In order of appearance, energy relative to the best compared isomer or geometry (same formula, charge and spin) = 0.0756, 0.5512 eV.